ORCA calculation (ωB97M-V with the def2-TZVPD basis set) on a structure of composition C33H37MoN5OSSi.

```
79
Properties=species:S:1:pos:R:3:forces:R:3:lowdin_charge:R:1
Mo 0.1806 0.9445 1.1928 1.152 -0.474 -0.469 1.6984
N 0.4653 -0.8804 2.4416 0.065 0.164 0.070 -0.0487
C 1.9127 -1.0750 2.7537 -0.112 0.060 -0.058 -0.1861
C 2.7347 -0.7419 1.5277 -0.066 0.131 -0.002 -0.1925
N 2.4362 0.6671 1.1249 -0.110 -0.080 0.052 -0.0424
H -0.0697 -0.8698 3.3055 0.002 0.056 0.033 0.1212
H 0.1286 -1.6821 1.9034 -0.023 -0.036 -0.029 0.0658
H 2.1080 -2.0949 3.0794 -0.016 -0.066 0.006 0.1322
H 2.1665 -0.4050 3.5747 -0.012 0.020 0.044 0.1192
H 2.4701 -1.3818 0.6892 -0.014 -0.024 -0.081 0.0913
H 3.7951 -0.8768 1.7308 0.065 0.023 0.022 0.1366
H 2.8473 0.8460 0.2121 -0.022 -0.062 -0.084 0.1016
H 2.8946 1.2964 1.7786 0.025 0.041 -0.014 0.0892
S -0.6810 3.8852 4.4017 -0.091 0.250 0.064 1.1190
C 0.9929 3.6384 4.6002 -0.003 0.081 0.078 -0.3644
C 1.4739 2.6687 3.7731 0.037 -0.045 -0.219 -0.2061
C 0.4736 2.0908 2.9346 -0.033 -0.238 0.377 -0.3510
C -0.7637 2.6751 3.1977 -0.174 -0.238 0.012 -0.5372
C -2.0095 2.1898 2.5969 0.216 -0.020 0.062 -0.2744
C -3.2878 2.6467 2.8780 -0.053 0.074 0.135 0.0098
C -4.3755 1.9903 2.3321 -0.050 0.026 0.004 0.0016
C -4.1792 0.8774 1.5174 -0.132 0.023 0.022 -0.0154
C -2.8932 0.4968 1.2302 0.234 0.105 0.050 -0.0928
N -1.8279 1.1614 1.7281 -0.668 -0.008 0.059 -0.0793
H 1.5404 4.2281 5.3226 -0.045 -0.038 -0.051 0.0898
H 2.5226 2.3925 3.7799 -0.052 -0.009 0.011 0.1000
H -3.4197 3.4946 3.5378 -0.036 -0.039 -0.006 0.1206
H -5.3796 2.3311 2.5514 0.033 -0.002 0.007 0.1322
H -5.0116 0.3242 1.1051 0.025 0.022 0.020 0.1268
H -2.6734 -0.3468 0.5905 0.035 -0.019 -0.048 0.1052
N 2.7860 6.7172 0.0671 -0.115 -0.166 -0.021 0.2124
C 1.9616 5.9451 -0.1431 -0.054 0.067 -0.043 -0.1487
C 0.9212 4.9788 -0.3918 0.146 0.228 -0.033 -0.1695
C -0.1538 5.2476 -1.2358 -0.002 0.086 -0.034 0.0498
C -1.1157 4.2692 -1.4149 -0.026 0.012 -0.063 0.0070
C -0.9844 3.0701 -0.7459 0.060 -0.035 -0.008 -0.0906
N 0.0520 2.8098 0.0705 -0.034 0.168 -0.129 -0.0729
C 0.9886 3.7528 0.2377 0.019 -0.124 0.046 -0.0556
H -0.2270 6.2059 -1.7333 0.002 -0.018 -0.004 0.1455
H -1.9631 4.4252 -2.0686 0.031 0.024 0.036 0.1323
H -1.7207 2.2873 -0.8645 0.007 -0.024 0.025 0.0982
H 1.8068 3.5304 0.9073 -0.007 -0.012 0.064 0.1215
C -0.3009 0.2342 -3.4582 -0.009 -0.034 -0.091 -0.0816
C -1.0921 -0.9003 -2.7813 -0.096 0.152 -0.009 -0.5937
C -2.4505 -0.3457 -2.3292 0.012 0.002 -0.053 -0.0794
C -1.2991 -2.0341 -3.8011 -0.041 0.008 0.009 -0.0625
Si -0.0357 -1.5425 -1.3658 0.179 0.066 0.157 0.5647
O 0.1833 -0.2646 -0.2612 -0.384 0.040 -0.215 -0.4688
C 1.6562 -2.0041 -1.9698 0.203 -0.058 -0.023 -0.2514
C 1.9669 -3.3346 -2.2715 0.091 0.020 0.048 -0.0801
C 3.2089 -3.6770 -2.7958 -0.054 0.004 0.036 -0.0542
C 4.1640 -2.6957 -3.0203 0.010 -0.025 -0.017 -0.0593
C 3.8783 -1.3671 -2.7308 -0.066 0.022 0.061 -0.0686
C 2.6341 -1.0303 -2.2142 0.011 -0.011 -0.056 -0.1228
C -0.7167 -2.9556 -0.3601 -0.145 -0.199 0.072 -0.2302
C 0.1382 -3.5722 0.5694 0.019 -0.069 -0.053 -0.1381
C -0.2910 -4.6191 1.3736 -0.040 0.029 -0.013 -0.0632
C -1.5931 -5.0913 1.2514 0.001 0.003 0.015 -0.0562
C -2.4499 -4.5194 0.3225 0.010 0.053 -0.026 -0.0548
C -2.0169 -3.4610 -0.4714 0.055 0.020 0.152 -0.0772
H -0.9018 0.6748 -4.2608 0.022 -0.031 0.043 0.0968
H 0.6249 -0.1317 -3.9062 -0.039 0.012 0.014 0.0823
H -0.0385 1.0352 -2.7598 -0.030 0.025 0.029 0.0614
H -2.9595 0.1323 -3.1736 0.033 -0.045 0.039 0.0985
H -2.3435 0.4107 -1.5450 0.021 -0.012 -0.053 0.0339
H -3.1189 -1.1206 -1.9508 0.010 -0.001 0.010 0.0710
H -1.7893 -1.6389 -4.6970 0.019 -0.010 0.051 0.0989
H -1.9308 -2.8349 -3.4090 0.046 0.032 -0.003 0.0792
H -0.3507 -2.4762 -4.1174 -0.027 0.035 0.016 0.0851
H 1.2366 -4.1172 -2.0860 0.044 0.041 -0.050 0.1108
H 3.4313 -4.7108 -3.0280 -0.011 0.027 0.005 0.1151
H 5.1293 -2.9634 -3.4321 -0.034 0.005 0.023 0.1153
H 4.6202 -0.6006 -2.9215 -0.043 -0.020 -0.002 0.1101
H 2.3991 0.0181 -2.0441 0.032 0.000 0.041 0.0913
H 1.1849 -3.2752 0.6185 -0.055 0.004 0.001 0.0974
H 0.3919 -5.0866 2.0727 -0.010 0.002 -0.027 0.1135
H -1.9299 -5.9177 1.8647 0.011 0.025 -0.025 0.1165
H -3.4553 -4.9051 0.2048 0.040 0.020 0.010 0.1157
H -2.7069 -3.0419 -1.1923 0.012 -0.012 -0.018 0.0852
```
Forces are in eV/Å.

Results
HOMO (spin up / spin down), eV: -13.9 / -13.9
Total charge: +2
Spin multiplicity: 3
Energy above the lowest of the compared OMol25 structures with the same formula, charge and spin, kcal/mol: 9.15
DFT total energy, eV: -64877.7586

=====

ORCA calculation (ωB97M-V with the def2-TZVPD basis set) on a structure of composition C33H38AsF6IrN3OSbSe.

```
85
Properties=species:S:1:pos:R:3:forces:R:3:lowdin_charge:R:1
Ir -1.8765 0.4922 0.2595 -0.184 0.902 0.326 1.3481
Se -2.1680 -1.4473 3.1995 -0.097 -0.323 -0.355 1.1474
N -1.7156 0.1195 2.4569 0.506 0.987 0.897 -0.4013
C -1.3174 0.9294 3.4539 0.153 -0.848 0.463 -0.3054
C -0.7750 2.2255 3.3635 -0.822 -0.170 0.011 -0.0651
C -0.4363 2.8802 4.4805 0.221 1.049 -0.053 -0.0395
C -0.4841 2.3044 5.7714 0.467 -0.112 0.340 -0.0405
C -0.8841 1.0323 5.9471 -0.791 0.181 -0.139 0.0023
C -1.3716 0.3229 4.8102 0.810 0.519 -1.898 -0.3516
N -1.7305 -0.9202 4.7959 -0.627 -1.162 0.951 -0.2305
H -0.8351 2.7852 2.4841 0.182 0.444 -1.419 0.0564
H -0.1734 3.9311 4.3477 0.079 -0.291 0.277 0.1311
H -0.1399 2.8986 6.5961 -0.028 0.102 0.347 0.1156
H -0.9963 0.5791 6.9065 0.185 -0.270 0.476 0.1185
F -2.2910 2.8167 0.7605 -0.190 0.512 0.336 -0.4761
Sb -2.5260 4.8472 0.8410 0.942 -1.104 0.790 1.4514
F -4.3334 4.5294 1.2256 0.125 -0.047 -0.445 -0.3386
F -2.6823 4.6444 -1.0451 -0.432 0.226 0.442 -0.3479
F -2.6599 6.6811 0.7193 -0.060 0.502 -0.078 -0.3217
F -0.6174 4.8100 0.6203 -0.731 0.015 0.145 -0.3612
F -2.2688 4.8949 2.7492 0.129 -0.256 -1.030 -0.3501
C 1.8367 -3.6475 -5.5689 -1.325 0.251 0.772 -0.0240
C 1.5757 -2.9948 -4.2240 1.713 -0.256 0.583 -0.2206
C 0.3999 -3.2555 -3.5550 -0.981 -0.386 -1.770 -0.0318
C -0.0251 -2.5501 -2.4682 0.449 -0.424 0.457 -0.2813
C -1.4350 -2.8301 -1.9437 0.865 2.699 -0.062 -0.0618
C 0.9442 -1.6900 -1.8974 -1.755 -0.262 1.141 -0.2702
As 0.2970 -0.9173 -0.2325 0.275 0.250 -0.476 1.2860
N -0.0290 0.8939 -0.6898 -0.323 -0.438 0.107 -0.3051
C 0.1394 1.7197 -1.7385 0.127 -0.365 0.888 -0.3158
C 1.3387 1.7482 -2.5174 -0.537 1.525 -1.136 0.0496
C 1.5116 2.8049 -3.4547 0.786 -2.278 1.784 -0.0316
C 0.5125 3.7399 -3.5603 -0.298 0.941 -0.666 -0.0215
C -0.6976 3.6586 -2.8355 0.084 1.067 -0.681 -0.0409
C -0.8958 2.6993 -1.9209 0.726 -0.844 0.193 -0.0389
C 1.7359 -1.1533 1.0373 -0.773 0.765 -0.271 -0.3025
C 2.4731 -0.0673 1.4902 1.993 -1.522 0.746 -0.2967
C 2.0626 1.3405 1.6488 -1.016 0.151 1.216 -0.0405
C 3.7987 -0.3849 1.9086 -1.290 0.701 -0.301 0.0044
C 4.2725 -1.6773 1.9009 -1.524 -0.887 0.272 -0.2761
C 5.6629 -1.9374 2.2402 1.027 0.073 0.688 -0.0432
C 3.3674 -2.7361 1.6727 1.000 -0.132 -0.023 -0.0045
C 2.1119 -2.4963 1.2140 -0.890 0.279 -0.694 -0.2878
C 1.2423 -3.6893 0.8072 0.966 1.761 -0.421 -0.0202
C 2.2391 -1.5892 -2.3558 1.038 -0.221 -0.580 -0.2838
C 3.3680 -0.9132 -1.6238 0.244 -0.286 -0.583 -0.0420
C 2.5613 -2.2585 -3.5360 -1.866 -0.507 -1.069 0.0196
H 0.9749 -3.4421 -6.1867 -0.263 0.242 -0.387 0.0835
H 1.8286 -4.7166 -5.4987 0.268 -0.722 0.264 0.0828
H 2.6948 -3.3323 -6.1047 0.957 0.441 -0.163 0.0699
H -0.2643 -3.9600 -4.0547 -0.188 0.082 0.249 0.1328
H -1.7575 -3.8138 -2.1870 -0.232 -0.741 0.006 0.0746
H -2.0900 -2.0707 -2.4560 0.227 -0.806 0.576 0.1030
H -1.4262 -2.5825 -0.8662 -0.631 -0.637 -0.498 0.0024
H 2.0739 0.9879 -2.3657 0.293 -0.120 0.008 0.0720
H 2.4830 2.8651 -3.9587 -0.637 0.153 -0.042 0.1227
H 0.6855 4.5988 -4.2125 -0.222 -0.243 0.157 0.1266
H -1.4305 4.4426 -2.9499 -0.012 0.016 -0.051 0.1142
H -1.7255 2.6905 -1.2318 -0.092 0.065 -0.319 0.0491
H 2.8514 1.9983 1.3132 -0.088 0.396 -0.302 0.0920
H 1.9499 1.5167 2.7623 0.053 -0.065 -1.154 0.1158
H 1.0812 1.5354 1.1981 0.493 0.350 0.053 0.0433
H 4.4113 0.4651 2.2237 0.106 -0.441 -0.113 0.1358
H 6.1637 -1.0396 1.9385 0.876 0.490 0.336 0.0761
H 6.1353 -2.7270 1.6747 -0.142 -0.500 -0.029 0.0875
H 5.7823 -2.1200 3.3262 0.139 0.101 -0.574 0.1120
H 3.6597 -3.7905 1.7269 0.307 0.445 0.193 0.1402
H 1.2066 -4.3264 1.6405 -0.632 -0.868 1.249 0.0731
H 1.8171 -4.2391 0.0806 -0.267 -0.197 -0.765 0.0931
H 0.2565 -3.3717 0.4574 0.095 -0.505 0.039 0.0418
H 3.0454 -0.1562 -0.9340 -0.100 0.366 0.178 0.0411
H 4.0569 -0.4530 -2.3715 -0.224 -0.540 0.771 0.1112
H 3.8325 -1.7065 -1.0134 0.341 0.500 -0.295 0.1025
H 3.4913 -2.2764 -4.0519 1.014 0.604 0.252 0.1161
C -5.7648 0.7265 -0.9358 -0.062 -1.433 0.770 -0.0163
C -4.8710 -0.4105 -0.3670 0.099 0.288 0.452 -0.4633
C -5.6026 -1.3549 0.5595 -0.139 -0.771 -0.748 -0.0497
O -3.6743 0.0389 0.3216 -0.465 -0.101 -0.086 -0.3933
H -6.6081 0.1451 -1.3893 0.651 0.809 -0.012 0.0959
H -5.2090 1.2991 -1.6860 -0.408 0.133 0.293 0.0812
H -6.2113 1.3175 -0.1013 0.607 -0.138 -0.753 0.1049
H -4.4567 -1.0556 -1.1192 -0.030 0.025 -1.037 0.1171
H -5.7986 -0.9828 1.5300 0.032 0.641 1.053 0.0744
H -5.1060 -2.3327 0.6313 0.036 0.358 0.080 0.0894
H -6.5718 -1.5400 0.1163 -0.310 -0.189 -0.149 0.0844
```
Forces are in eV/Å.

Results
HOMO (spin up / spin down), eV: -10.7 / -11.7
Total charge: +1
Spin multiplicity: 6
Energy above the lowest of the compared OMol25 structures with the same formula, charge and spin, kcal/mol: 19.69
DFT total energy, eV: -193212.8998

=====

ORCA calculation (ωB97M-V with the def2-TZVPD basis set) on a cluster of 2 separate species, C33H38BNO3S2 in total.

```
78
Properties=species:S:1:pos:R:3:forces:R:3:lowdin_charge:R:1
C -4.2595 2.4512 -1.1270 0.109 0.553 -0.161 -0.1209
C -3.5390 1.1526 -1.1159 -0.095 -0.977 1.276 -0.5949
C -3.5070 0.2151 -0.0862 -0.039 0.970 -0.842 -0.1137
C -2.9777 -1.0295 -0.4868 0.410 -0.169 -1.258 -0.1119
C -2.6097 -1.0570 -1.8333 -1.788 1.818 1.682 -0.5510
B 0.4080 1.7479 1.0053 -2.449 -3.196 -2.270 -0.6059
C -2.5708 -2.1730 -2.6807 0.135 -2.021 -1.059 -0.5473
C -2.7863 -3.5112 -2.3556 0.353 1.248 -0.261 -0.1006
C -2.5327 -4.3653 -3.4515 0.324 0.383 -0.869 -0.1310
C -2.1538 -3.6845 -4.6004 -0.799 -0.666 1.286 -0.5994
C -1.7244 -4.2897 -5.8719 0.083 -0.149 -0.509 -0.1080
S -2.2470 -1.9861 -4.3889 0.135 -0.593 0.769 1.0794
O 0.6048 3.0394 0.6166 -0.385 -0.248 0.421 0.1274
C -0.2735 3.8114 1.4869 -0.115 -0.079 0.108 -0.4290
C 0.4247 5.1322 1.7395 0.032 0.227 0.347 -0.0058
C -1.5697 4.0530 0.7089 -0.167 -0.069 -0.105 -0.0110
C -0.4806 2.8314 2.7272 0.260 0.144 0.325 -0.4399
C 0.5924 2.9769 3.8107 0.047 0.094 0.020 0.0019
C -1.8576 2.8486 3.3593 -0.332 0.225 0.015 -0.0092
O -0.3048 1.5147 2.1406 0.224 1.034 0.078 0.1580
S -2.8105 0.5379 -2.5447 -0.342 -0.676 0.504 1.0717
H -4.8372 2.5900 -0.2047 0.197 -0.059 -0.194 0.0866
H -3.5565 3.2883 -1.2312 -0.276 -0.002 -0.005 0.0620
H -4.9538 2.4813 -1.9803 0.141 0.098 0.292 0.0787
H -3.9133 0.4094 0.9034 0.066 0.027 -0.202 0.1105
H -2.8877 -1.9022 0.1538 -0.166 0.166 -0.135 0.1134
H -3.0785 -3.8154 -1.3531 0.106 -0.024 -0.268 0.1162
H -2.6040 -5.4502 -3.4238 0.043 0.203 0.017 0.1129
H -2.2734 -5.2224 -6.0358 0.105 0.142 -0.157 0.0834
H -1.9209 -3.5916 -6.6911 0.106 -0.296 -0.120 0.0727
H -0.6503 -4.5229 -5.8467 -0.208 0.127 -0.059 0.0801
H -0.1907 5.7661 2.3915 0.172 -0.083 -0.062 0.0970
H 1.4155 4.9985 2.1920 -0.284 -0.021 -0.076 0.0897
H 0.5540 5.6613 0.7848 -0.050 -0.197 0.234 0.0973
H -2.2639 4.7017 1.2624 0.211 -0.189 -0.055 0.1006
H -1.3293 4.5552 -0.2386 -0.005 -0.158 0.229 0.1015
H -2.0869 3.1096 0.4744 0.247 0.238 0.113 0.0749
H 0.4800 3.9292 4.3446 0.095 -0.141 -0.121 0.0937
H 0.4709 2.1641 4.5413 0.011 0.194 -0.253 0.0993
H 1.6078 2.9058 3.3938 -0.265 0.070 0.062 0.0890
H -2.0828 3.8365 3.7834 0.033 -0.172 -0.092 0.0980
H -2.6358 2.5925 2.6294 0.198 0.059 0.187 0.0823
H -1.8957 2.1149 4.1754 0.052 0.159 -0.233 0.0966
C 1.1219 -5.2933 -2.8529 -0.368 0.790 -0.212 -0.0627
O 0.6903 -4.0312 -3.4034 0.706 -0.489 0.140 -0.1268
C 0.5295 -2.9731 -2.5504 -0.169 0.114 0.438 -0.2901
C 0.1947 -3.1398 -1.1912 -0.111 -0.164 -1.053 -0.0138
C -0.0574 -2.0109 -0.4279 0.647 0.353 0.305 -0.0829
C 0.2274 -0.7340 -0.9235 -0.563 -0.236 -0.303 -0.2051
C 0.7053 0.3958 -0.0775 1.275 3.406 1.474 -0.0269
C 1.7746 -0.0178 0.9007 1.344 -1.556 -0.181 -0.1160
C 2.8387 0.8537 1.4102 -0.113 -0.876 0.196 -0.1146
C 3.2796 2.1492 1.1499 0.832 0.538 0.015 -0.0281
C 4.3576 2.6702 1.8824 -0.464 -0.109 -0.346 -0.0904
C 5.0147 1.9116 2.8627 -0.223 -0.674 0.184 -0.0933
C 4.6269 0.5860 3.1069 0.275 0.785 -0.080 -0.0160
C 3.5658 0.0961 2.3603 -0.718 -1.028 0.183 -0.1678
N 2.9994 -1.1732 2.4151 0.917 0.450 0.444 -0.1084
C 3.4745 -2.2638 3.2408 0.013 -0.059 -0.209 -0.0244
C 1.9731 -1.2601 1.5163 -0.372 1.659 -0.516 0.0096
C 0.3909 -0.5911 -2.3159 0.533 0.082 0.523 -0.0626
C 0.5904 -1.6849 -3.1240 -0.073 -1.184 0.181 -0.0401
H 1.4213 -5.8780 -3.7236 -0.023 -0.056 0.211 0.0887
H 1.9748 -5.1583 -2.1701 -0.240 -0.015 -0.172 0.0975
H 0.2910 -5.7881 -2.3299 0.209 0.043 -0.096 0.0844
H 0.1151 -4.1481 -0.7667 -0.147 0.506 -0.189 0.1162
H -0.3848 -2.1206 0.6064 0.222 0.032 -0.231 0.1200
H 1.1308 1.1071 -0.8114 0.493 -0.549 0.078 0.1298
H 2.8285 2.7367 0.3579 0.097 0.014 0.229 0.1143
H 4.6922 3.6899 1.6836 -0.082 -0.307 0.016 0.0994
H 5.8324 2.3515 3.4303 -0.149 -0.107 -0.130 0.0966
H 5.1100 -0.0499 3.8473 0.055 0.309 -0.169 0.0993
H 3.9607 -1.8614 4.1347 -0.213 -0.157 -0.112 0.0799
H 2.6238 -2.8914 3.5278 0.180 0.158 0.077 0.0908
H 4.1976 -2.8984 2.7084 -0.087 0.166 0.081 0.0940
H 1.4590 -2.2036 1.3905 0.134 0.328 0.084 0.1120
H 0.4448 0.4073 -2.7519 0.212 -0.176 0.208 0.1213
H 0.8121 -1.5998 -4.1892 -0.161 0.011 0.333 0.1209
```
Forces are in eV/Å.

Results
HOMO, eV: -6.5
Energy above the lowest of the compared OMol25 structures with the same formula, charge and spin, kcal/mol: 8.59
SMILES string: COc1ccc([C@@H](B2OC(C)(C)C(C)(C)O2)c2cn(C)c3ccccc23)cc1.Cc1ccc(-c2ccc(C)s2)s1
DFT total energy, eV: -64817.5659

=====

Q: Which value of energy above the lowest of the compared OMol25 structures with the same formula, charge and spin does entry 3 give?
A: 8.59 kcal/mol

=====

Q: Among the records above, which one has the lowest DFT total energy?
A: C33H38AsF6IrN3OSbSe

=====

Q: Which of these has the highest energy above the lowest of the compared OMol25 structures with the same formula, charge and spin?
A: C33H38AsF6IrN3OSbSe